An isolated molecule of C2H2Cl2S in a non-equilibrium geometry, computed with ωB97M-V/def2-TZVPD.

The LUMO energy (spin up / spin down) comes out at -0.016 / -0.019 Eh. For the electronic energy, the calculation gives -1395.8536 Eh. The value obtained for the orbital gap (spin up / spin down) is 7.7619 / 7.4613 eV. The energy relative to the best compared isomer or geometry (same formula, charge and spin) is 2.7831 eV.

Last columns: bonded neighbours and bond lengths (Å).
Geometry (Å):
1 Cl -1.615 -1.338 -2.172  C3 1.689
2 H -1.603 0.558 -0.875  C3 1.162
3 C -0.974 -0.419 -0.909  Cl1 1.689, H2 1.162, S7 1.690
4 Cl 2.403 0.065 1.739  C5 1.788
5 C 0.754 0.342 1.106  Cl4 1.788, H6 1.114, S7 1.716
6 H 0.418 1.341 1.466  C5 1.114
7 S 0.617 -0.549 -0.354  C3 1.690, C5 1.716